C25H24IrN4O6 | ωB97M-V with the def2-TZVPD basis set

The HOMO energy is -5.23 eV. The calculation puts the electronic energy at -1741.939161 Eh. The value obtained for the frontier orbital gap is 7.40 eV. The value obtained for the molar mass is 668.71 g mol⁻¹. Its energy relative to the best compared isomer or geometry (same formula, charge and spin) is 1.043 eV. For the max |F|, the calculation gives 0.3 eV/Å. As for the net charge: -1.

Last column: Löwdin charge in e.
Positions of all 60 atoms, in Å:
Ir 0.119 -0.424 0.385  1.3755
C 2.099 -1.982 -2.812  -0.0243
C 2.717 -2.683 -1.639  -0.2098
C 3.286 -3.943 -1.757  -0.0535
C 3.810 -4.596 -0.651  -0.0960
C 3.765 -3.989 0.593  -0.0606
C 3.203 -2.726 0.746  -0.2140
C 3.128 -2.068 2.095  -0.0424
C 2.690 -2.083 -0.379  -0.2147
N 2.059 -0.815 -0.223  -0.0457
C 2.764 0.281 -0.578  -0.4788
O 3.915 0.341 -0.998  0.0457
C 2.011 1.576 -0.308  -0.1447
C 2.567 2.840 -0.346  0.0118
C 1.802 3.911 0.104  -0.0407
C 0.525 3.701 0.612  0.0107
C 0.022 2.414 0.609  -0.1446
N 0.754 1.419 0.108  -0.0211
C -1.345 1.994 1.122  -0.4604
O -2.121 2.859 1.522  0.0266
N -1.506 0.660 1.051  -0.0295
C -2.774 -0.005 0.811  -0.3929
C -5.056 0.364 -0.404  -0.3406
C -4.748 0.526 -1.900  -0.0621
C -5.531 -1.033 -0.136  -0.0767
C -5.167 -1.904 0.805  -0.0847
C -4.186 -1.759 1.880  -0.0499
C -3.128 -0.950 1.950  -0.1938
C -2.303 -0.865 3.200  -0.0463
H 2.194 -2.588 -3.714  0.0750
H 2.587 -1.022 -2.991  0.0780
H 1.041 -1.787 -2.624  0.0619
H 3.303 -4.423 -2.729  0.1018
H 4.243 -5.583 -0.757  0.0914
H 4.161 -4.501 1.463  0.0993
H 3.577 -2.705 2.858  0.0711
H 2.089 -1.881 2.376  0.0580
H 3.651 -1.109 2.096  0.0789
H 3.583 2.945 -0.698  0.1188
H 2.216 4.911 0.087  0.1051
H -0.089 4.494 1.015  0.1177
H -3.928 -0.116 -2.213  0.0715
H -4.475 1.561 -2.118  0.0780
H -5.632 0.281 -2.494  0.0714
H -6.302 -1.365 -0.828  0.1015
H -5.693 -2.855 0.810  0.0927
H -4.354 -2.414 2.731  0.1024
H -2.720 -1.515 3.970  0.0766
H -2.286 0.160 3.578  0.0851
H -1.274 -1.167 3.008  0.0511
O -0.301 -3.286 -0.674  -0.0641
N -0.365 -3.396 0.521  -0.1782
O -0.300 -2.280 1.193  -0.3332
C -3.954 0.934 0.503  -0.0545
O -2.548 -0.756 -0.412  -0.0036
C -1.294 -0.661 -0.961  -0.5307
O -1.159 -0.746 -2.146  0.0557
H -5.925 1.010 -0.214  0.1358
H -3.576 1.835 0.022  0.1114
H -4.377 1.254 1.455  0.1320

=====

C25H24N2O7 | ωB97M-V with the def2-TZVPD basis set

The SMILES is CCCCOc1ccc(C(=O)N/C(=C\c2ccc([N+](=O)[O-])cc2)C(=O)OCc2ccco2)cc1. The HOMO energy is -8.52 eV. The calculation puts the electronic energy at -1603.159579 Eh. The value obtained for the frontier orbital gap is 7.64 eV. The value obtained for the molar mass is 464.47 g mol⁻¹. Its energy relative to the best compared isomer or geometry (same formula, charge and spin) is 3.519 eV. For the max |F|, the calculation gives 1.4 eV/Å. As for the net charge: 0.

Last column: Löwdin charge in e.
Positions of all 58 atoms, in Å:
C 4.316 -5.068 4.119  -0.1115
C 3.143 -4.473 3.349  -0.2699
C 2.651 -5.429 2.265  -0.1771
C 1.484 -4.892 1.433  -0.1818
O 1.882 -3.856 0.546  -0.0298
C 1.723 -2.552 0.847  -0.2743
C 2.089 -1.660 -0.170  0.0067
C 1.892 -0.306 -0.030  -0.0260
C 1.333 0.204 1.140  -0.1658
C 1.109 1.653 1.347  -0.4214
O 1.396 2.229 2.373  0.1016
N 0.569 2.374 0.299  0.1551
C 0.011 1.985 -0.905  -0.1556
C -0.744 0.898 -1.158  0.0403
C -1.212 -0.087 -0.196  -0.2024
C -1.179 -1.443 -0.534  -0.0056
C -1.547 -2.402 0.383  0.0131
C -2.015 -2.004 1.631  -0.1661
N -2.314 -2.998 2.620  -0.3553
O -1.859 -4.113 2.444  0.0654
O -2.974 -2.668 3.582  0.0890
C -2.150 -0.657 1.950  0.0138
C -1.733 0.294 1.045  -0.0112
C 0.283 2.989 -1.982  -0.4220
O 0.802 4.055 -1.750  0.1249
O -0.101 2.585 -3.190  0.0204
C 0.088 3.515 -4.270  -0.0587
C -1.021 4.508 -4.340  -0.2494
C -1.252 5.654 -3.636  -0.0105
C -2.481 6.167 -4.116  -0.0532
C -2.902 5.296 -5.071  -0.1156
O -2.029 4.286 -5.213  0.0544
C 1.052 -0.672 2.184  -0.0049
C 1.225 -2.033 2.041  -0.0109
H 5.148 -5.273 3.449  0.0728
H 4.656 -4.377 4.887  0.0695
H 4.024 -5.999 4.599  0.0717
H 2.329 -4.263 4.047  0.1093
H 3.454 -3.529 2.895  0.1066
H 2.326 -6.363 2.728  0.1193
H 3.475 -5.657 1.586  0.1197
H 1.128 -5.690 0.773  0.1289
H 0.649 -4.582 2.067  0.1023
H 2.520 -2.068 -1.070  0.1220
H 2.185 0.361 -0.827  0.1235
H 0.745 3.376 0.354  0.1560
H -1.009 0.718 -2.190  0.1300
H -0.816 -1.738 -1.506  0.1274
H -1.479 -3.455 0.154  0.1268
H -2.547 -0.381 2.915  0.1257
H -1.805 1.341 1.293  0.1308
H 1.044 4.029 -4.125  0.1380
H 0.105 2.903 -5.173  0.1411
H -0.623 6.069 -2.876  0.1117
H -2.975 7.061 -3.793  0.1015
H -3.770 5.285 -5.700  0.1207
H 0.675 -0.269 3.112  0.1317
H 0.974 -2.680 2.866  0.1070